Model A:
{"formula": "C5H7N3", "method": "wB97M-V/def2-TZVPD", "species": ["C", "C", "N", "C", "H", "C", "H", "H", "H", "H", "N", "H", "C", "N", "H"], "positions_angstrom": [[0.3957, -0.5525, -1.3870], [-2.6406, -0.3433, 1.3407], [-0.9009, -0.3351, -0.6897], [-0.4523, -0.0514, 0.4763], [-2.5845, -1.2378, 0.5598], [1.4550, 0.1848, -0.7393], [-1.3329, 0.8488, 2.5124], [1.4126, 0.5598, 1.3863], [-3.4778, -0.2833, 2.0859], [3.1141, 0.3714, -1.8858], [2.6256, 0.7914, -1.0635], [0.4701, -1.7304, -1.1052], [-1.4897, 0.2127, 1.6009], [0.8969, 0.2732, 0.5042], [0.4391, -0.3365, -2.5600]], "molar_mass_g_mol": 109.1, "orbital_gap_ev": 9.16, "smiles": "[H]/N=C1\\CN=C(C=C)N1", "total_charge": 0}

=====

Model B:
{"formula": "C5H7N3", "method": "wB97M-V/def2-TZVPD", "species": ["C", "C", "N", "C", "H", "H", "H", "N", "C", "H", "C", "H", "H", "H", "N"], "positions_angstrom": [[1.2073, -1.2369, 0.6123], [1.3939, -0.6941, -0.7562], [0.6814, 1.9836, 0.0146], [-0.8272, 0.2639, -0.0927], [-4.4705, -0.6908, 0.0933], [0.7478, 2.9655, 0.1966], [1.7797, 0.2735, -0.9873], [-0.5957, 1.5645, -0.0976], [-3.4033, -0.4379, -0.0762], [1.2807, 1.4110, 0.6026], [-2.2253, -0.1275, -0.0944], [1.3090, -2.3132, 0.7428], [1.6557, -1.5260, -1.4844], [1.4052, -0.6312, 1.5241], [0.0613, -0.8043, -0.1974]], "molar_mass_g_mol": 109.1, "orbital_gap_ev": 9.10, "smiles": "C#C/C(=N/N)N1CC1", "total_charge": 0}

=====

Model C:
{"formula": "C5H7N3", "method": "wB97M-V/def2-TZVPD", "species": ["C", "N", "N", "N", "H", "C", "H", "H", "H", "C", "H", "C", "C", "H", "H"], "positions_angstrom": [[2.4814, 0.3998, 0.0487], [0.6909, -1.0591, -0.0333], [-1.0878, 0.5489, -0.0879], [2.0488, -0.8871, 0.0631], [-1.7364, -0.8048, 1.4597], [0.2658, 0.2023, -0.0798], [3.5552, 0.7093, -0.0721], [2.6591, -1.6776, 0.0619], [1.3338, 2.1983, -0.1124], [-2.0765, -0.0513, 0.7452], [-2.8993, 0.5241, 1.1768], [1.3348, 1.1424, -0.0811], [-2.0719, -0.2815, -0.6849], [-1.6347, -1.1286, -1.1291], [-2.8632, 0.1648, -1.2748]], "molar_mass_g_mol": 109.1, "orbital_gap_ev": 9.97, "smiles": "c1cc(N2CC2)n[nH]1", "total_charge": 0}

=====

Model D:
{"formula": "C5H7N3", "method": "wB97M-V/def2-TZVPD", "species": ["N", "C", "N", "H", "H", "H", "N", "C", "H", "H", "C", "C", "H", "H", "C"], "positions_angstrom": [[1.3874, -0.2509, -1.4662], [-2.3322, -0.5170, 1.6069], [1.0391, 0.0394, -0.1471], [-1.5960, 0.6277, -1.3234], [3.0451, 1.2524, -1.3525], [0.1869, -0.9409, 1.8658], [-2.7091, 0.1544, 0.4892], [-0.8809, -0.4166, 1.4894], [-3.5080, 0.6503, 0.1983], [3.4665, 0.1540, -0.1657], [-1.5968, 0.4767, -0.3431], [-0.4087, -0.0865, 0.1757], [3.7860, -0.3749, -2.2390], [-2.9313, -0.8551, 2.4803], [3.0519, 0.0869, -1.2686]], "molar_mass_g_mol": 109.1, "orbital_gap_ev": 8.29, "smiles": "C/N=N/c1cc[nH]c1", "total_charge": 0}

=====

Verdict on stability: model C comes out on top.

=====

Model A:
{"formula": "C5H7N3", "method": "wB97M-V/def2-TZVPD", "species": ["H", "H", "H", "N", "C", "C", "C", "H", "C", "H", "H", "H", "N", "C", "N"], "positions_angstrom": [[0.6494, 1.1246, 1.5235], [-2.0760, 0.1415, -1.3768], [-1.0204, -1.6589, -0.9565], [2.5628, -0.5546, -0.2397], [0.6503, 0.6330, 0.4590], [-1.0888, -1.3047, 0.1287], [2.1734, 0.6748, -0.1111], [-0.5911, 2.0579, -0.0548], [-1.5965, 0.1159, -0.2363], [2.7225, 1.5058, -0.1474], [-1.7708, -2.1247, 0.5905], [-2.1844, 0.6835, 0.4961], [-0.3917, 1.0171, -0.3303], [0.4376, -0.9057, 0.4881], [1.5238, -1.4055, -0.2329]], "molar_mass_g_mol": 109.1, "orbital_gap_ev": 8.75, "smiles": "C1=NN=C2CCN[C@H]12", "total_charge": 0}

=====

Model B:
{"formula": "C5H7N3", "method": "wB97M-V/def2-TZVPD", "species": ["H", "N", "H", "C", "C", "C", "H", "C", "H", "N", "H", "N", "H", "H", "C"], "positions_angstrom": [[-2.0294, 1.8212, -2.0870], [1.3126, 0.1170, 2.1126], [1.5849, 1.5193, 0.6398], [1.4905, 0.4365, 0.7367], [-1.3473, -1.0606, -1.0294], [-1.4267, 0.3194, -1.3645], [0.0957, -2.2306, 0.0365], [-0.2647, -1.1989, -0.3322], [0.4673, 0.0695, 2.6266], [-0.3342, 1.0073, -0.7417], [2.3121, -0.0443, 0.3169], [-2.2969, 0.8486, -2.1177], [2.1369, 0.2226, 2.7391], [-2.0383, -1.9332, -1.4634], [0.3374, 0.1060, -0.0723]], "molar_mass_g_mol": 109.1, "orbital_gap_ev": 8.59, "smiles": "[H]/N=C1/C=CC(CN)=N1", "total_charge": 0}

=====

Verdict on stability: model B comes out on top.

=====

Model A:
{"formula": "C5H7N3", "method": "wB97M-V/def2-TZVPD", "species": ["C", "N", "N", "C", "H", "H", "H", "C", "C", "H", "H", "N", "C", "H", "H"], "positions_angstrom": [[-2.3041, 0.0157, 0.0959], [2.0050, -1.2210, 0.0734], [1.3658, 1.0861, 0.0984], [1.1304, -0.1651, 0.0487], [2.8801, -0.6346, 0.7296], [-2.6566, 0.3964, 0.9520], [-1.6170, -1.8516, -0.6774], [-0.8687, 0.7486, -0.2664], [0.1949, 1.6984, -0.0889], [2.6465, -1.2865, -1.1778], [-0.9997, -1.8760, 0.9660], [-0.2247, -0.3543, -0.2394], [-1.3334, -1.3197, 0.1457], [-3.3430, 0.0348, -0.5528], [0.1528, 2.7745, 0.6227]], "molar_mass_g_mol": 109.1, "orbital_gap_ev": 8.29, "total_charge": 0}

=====

Model B:
{"formula": "C5H7N3", "method": "wB97M-V/def2-TZVPD", "species": ["H", "H", "C", "H", "H", "N", "H", "C", "C", "N", "C", "H", "N", "H", "C"], "positions_angstrom": [[2.3600, -1.7447, -0.6771], [-2.4309, 0.3418, 0.1140], [-1.9600, -0.5466, 0.7982], [0.8177, 1.6584, -2.8999], [-0.7852, -0.6225, 2.8788], [1.9440, 0.3119, -1.8250], [-1.4786, 1.1857, 2.0912], [0.3380, -0.0401, -0.3522], [-1.1992, -0.0047, 1.9461], [-0.5772, -0.7019, 0.7268], [1.8360, -0.4502, -0.6195], [-2.5437, -1.5188, 0.4851], [-0.0366, 1.0002, -0.9713], [2.7326, 0.0883, 0.1540], [0.9831, 1.0432, -1.8492]], "molar_mass_g_mol": 109.1, "orbital_gap_ev": 9.63, "total_charge": 0}

=====

Model C:
{"formula": "C5H7N3", "method": "wB97M-V/def2-TZVPD", "species": ["C", "N", "H", "N", "H", "N", "C", "H", "H", "C", "H", "H", "C", "C", "H"], "positions_angstrom": [[0.1607, -0.3035, 0.8882], [0.9927, 0.9262, -1.0164], [0.2705, -1.6917, 2.0110], [1.3318, -0.8010, 0.3217], [-0.1633, 1.8271, 0.5870], [-0.3391, -0.8166, 1.9108], [-0.0931, 0.9072, -0.0278], [-1.1485, 1.0398, -1.9009], [-2.5912, -0.6197, 0.2646], [-1.2664, 0.6083, -0.8588], [-3.2749, -0.1288, -1.2417], [2.5619, -0.2069, -1.2729], [-2.3766, -0.1387, -0.6484], [1.6941, 0.0101, -0.5851], [1.7349, -1.8797, 0.4322]], "molar_mass_g_mol": 109.1, "orbital_gap_ev": 9.68, "smiles": "[H]/N=C1\\NC=N[C@H]1C=C", "total_charge": 0}

=====

Verdict on stability: model C comes out on top.

=====

Model A:
{"formula": "C5H7N3", "method": "wB97M-V/def2-TZVPD", "species": ["C", "N", "H", "C", "H", "C", "H", "H", "H", "H", "H", "N", "N", "C", "C"], "positions_angstrom": [[0.8174, -0.0169, -0.1341], [0.8321, 1.2873, 0.2613], [1.3841, 1.6348, 1.0881], [2.2009, -0.4724, -0.1727], [-3.3337, 0.0395, 0.2992], [-0.1629, -0.8402, -0.1877], [4.6042, -0.6153, -0.0006], [-0.9649, 1.9173, -0.7691], [-0.2003, 1.4678, 0.1509], [-2.6914, -1.7974, 0.8028], [-0.0106, -1.9738, -0.2905], [-2.7388, -0.8981, 0.1280], [-1.6306, 1.1055, -0.5166], [-1.5413, -0.2874, -0.4028], [3.4361, -0.5506, -0.2561]], "molar_mass_g_mol": 109.1, "orbital_gap_ev": 8.94, "smiles": "[H]/N=C(N)\\C=C(/N)C#C", "total_charge": 0}

=====

Model B:
{"formula": "C5H7N3", "method": "wB97M-V/def2-TZVPD", "species": ["C", "C", "H", "N", "H", "C", "H", "H", "N", "C", "H", "C", "N", "H", "H"], "positions_angstrom": [[-1.2985, 1.1048, 0.1167], [-1.2542, -1.1531, 0.0493], [1.6085, -0.4534, 1.5124], [1.0548, -0.5690, -0.5322], [-1.9628, -2.0501, -0.0634], [1.1401, 0.7376, -0.2800], [-1.9038, 1.8600, 0.3542], [-0.0617, 2.7868, -0.0040], [-1.9794, -0.0687, 0.0473], [-0.0923, 1.6543, -0.0404], [3.1315, -0.0500, 0.3491], [2.0016, -0.0473, 0.5517], [0.0607, -1.4500, 0.0095], [1.7371, 1.1972, -1.0039], [0.5183, -2.4546, -0.2000]], "molar_mass_g_mol": 109.1, "orbital_gap_ev": 9.22, "smiles": "C1=C[C@H]2CN2NC=N1", "total_charge": 0}

=====

Verdict on stability: model B comes out on top.

=====

Model A:
{"formula": "C4H9NO3", "method": "wB97M-V/def2-TZVPD", "species": ["O", "H", "C", "C", "H", "O", "N", "H", "H", "H", "H", "C", "C", "H", "O", "H", "H"], "positions_angstrom": [[0.4476, -2.5870, -0.9004], [0.3620, 0.7133, 1.1641], [-0.8829, 1.8461, -0.0019], [0.1739, -1.8519, 0.3099], [-0.3222, -2.5645, 0.9722], [-1.6460, 2.1122, -0.8915], [1.2873, 0.9012, -0.6161], [-1.2756, 3.4912, 0.9206], [1.2035, -3.1548, -0.7944], [-1.0861, -0.7782, -1.0897], [1.1033, -1.5428, 0.7916], [0.0681, 0.6717, 0.1353], [-0.6565, -0.6461, -0.1007], [1.3353, 0.3202, -1.4372], [-0.7328, 2.7018, 1.0398], [-1.5094, -0.5872, 0.5806], [2.1305, 0.9547, -0.0823]], "molar_mass_g_mol": 119.1, "orbital_gap_ev": 10.12, "smiles": "N[C@H](CCO)C(=O)O", "total_charge": 0}

=====

Model B:
{"formula": "C4H9NO3", "method": "wB97M-V/def2-TZVPD", "species": ["H", "H", "C", "H", "H", "H", "O", "H", "C", "H", "H", "O", "O", "C", "N", "H", "C"], "positions_angstrom": [[0.8062, 2.0436, -1.4020], [-1.9746, 1.0069, 0.9322], [0.0713, 2.2119, -0.6612], [0.4702, 2.5899, 0.3394], [0.8958, -2.7957, 0.4278], [-0.4349, -1.6882, -1.3543], [-1.9191, 0.2842, 1.6165], [-0.5594, 3.0970, -0.8740], [-1.0953, -0.6181, 1.2595], [0.9510, -0.7043, -1.6715], [0.8846, 0.2534, 0.7400], [-0.8167, 1.0689, -0.4303], [-1.0109, -1.7196, 1.7397], [0.3499, -1.1558, -0.8651], [1.3106, -2.1158, -0.2360], [2.1406, -1.6945, 0.3056], [-0.0694, -0.0637, 0.1336]], "molar_mass_g_mol": 119.1, "orbital_gap_ev": 9.74, "smiles": "CO[C@H](CN)C(=O)O", "total_charge": 0}

=====

Verdict on stability: model A comes out on top.

=====

Model A:
{"formula": "C4H9NO3", "method": "wB97M-V/def2-TZVPD", "species": ["O", "H", "O", "H", "H", "H", "C", "C", "C", "H", "H", "H", "C", "O", "H", "N", "H"], "positions_angstrom": [[-0.2822, 1.2238, 1.2122], [-2.0150, 1.7275, 0.2064], [2.0537, 0.6837, -1.3546], [-1.4906, 2.8513, 1.4970], [0.8613, -2.6825, 0.9425], [1.6531, -0.3096, 1.0182], [-1.5718, 1.7983, 1.2069], [0.9829, 0.2270, -0.9939], [0.9003, -2.0924, 0.0211], [-0.0498, 0.7045, -2.6789], [-1.0189, 0.0242, -1.3985], [1.8267, -2.3281, -0.5107], [0.8279, -0.6113, 0.3610], [-0.4031, -0.3039, 0.9410], [0.0519, -2.4013, -0.5970], [-0.1106, 0.1928, -1.8094], [-2.2161, 1.2959, 1.9367]], "molar_mass_g_mol": 119.1, "orbital_gap_ev": 10.26, "smiles": "COO[C@@H](C)C(N)=O", "total_charge": 0}

=====

Model B:
{"formula": "C4H9NO3", "method": "wB97M-V/def2-TZVPD", "species": ["O", "O", "H", "H", "H", "N", "C", "H", "H", "H", "H", "C", "H", "C", "O", "C", "H"], "positions_angstrom": [[1.3206, -1.7171, -0.6541], [-0.4975, -2.5739, 0.3621], [-0.3445, -3.1652, -0.3889], [-1.0338, -0.4681, -1.7112], [1.3513, -0.4314, -1.0884], [-1.1575, 0.3408, -1.1184], [0.5174, -1.6578, 0.3368], [-1.0396, 2.0148, 0.9576], [0.7238, 2.2292, 0.8888], [-0.2886, -0.6511, 2.0309], [1.3770, -0.0810, 1.4470], [0.4695, -0.6326, 1.2613], [-0.3040, 2.9220, -0.3780], [-0.0259, 0.8347, -0.5359], [1.1033, 0.6412, -1.1479], [-0.1741, 2.0716, 0.2993], [-1.9975, 0.3238, -0.5610]], "molar_mass_g_mol": 119.1, "orbital_gap_ev": 8.84, "total_charge": 0}

=====

Model C:
{"formula": "C4H9NO3", "method": "wB97M-V/def2-TZVPD", "species": ["O", "C", "H", "H", "O", "O", "H", "H", "H", "N", "C", "C", "H", "H", "H", "H", "C"], "positions_angstrom": [[0.7040, -2.1083, -1.1524], [0.0517, 0.9526, 1.7510], [1.0539, 0.7832, 2.1519], [2.3316, -0.9398, -0.6246], [-1.7897, 0.7406, -1.4158], [-1.4628, -1.1544, -0.2168], [-0.5519, 0.0713, 1.9508], [-0.3961, 1.7934, 2.2811], [0.7091, 0.5933, -1.7314], [0.0513, 1.2281, 0.3268], [-1.0263, -0.0249, -0.5899], [1.2744, -1.0893, -0.3787], [0.4889, 2.1065, 0.0747], [-2.6576, 0.3242, -1.5194], [1.1570, -1.3283, 0.6892], [-0.3914, -2.0679, -0.8120], [0.4538, 0.1197, -0.7845]], "molar_mass_g_mol": 119.1, "orbital_gap_ev": 9.93, "total_charge": 0}

=====

Verdict on stability: model B comes out on top.